(1)
Below is 8 unconnected molecules or ions with the total composition C23H46Cl6O5, with properties calculated with wB97M-V/def2-TZVPD.

- HOMO-LUMO gap (eV) = 10.003
- relative energy (zero: lowest compared OMol25 entry of this formula, charge and spin) (kcal per mole) = 47.42
- lowest unoccupied orbital energy (Eh) = 0.0206

Positions of all 80 atoms, in Å:
C 2.841 -2.152 -1.112
C 2.956 -3.000 -2.425
C 4.350 -2.581 -3.035
O 4.307 -1.138 -2.854
C 3.783 -0.929 -1.501
H 3.233 -2.664 -0.244
H 1.778 -1.931 -1.019
H 2.247 -2.628 -3.118
H 2.757 -4.081 -2.235
H 4.477 -2.734 -4.094
H 5.165 -3.049 -2.472
H 3.409 0.075 -1.524
H 4.615 -0.928 -0.796
C 4.796 -1.275 4.115
C 3.641 -2.345 4.199
C 3.245 -2.448 2.731
O 3.949 -1.474 1.981
C 5.164 -1.352 2.683
H 5.610 -1.505 4.785
H 4.272 -0.401 4.450
H 2.826 -1.978 4.845
H 4.066 -3.328 4.499
H 2.205 -2.322 2.529
H 3.640 -3.446 2.352
H 5.683 -0.446 2.337
H 5.767 -2.263 2.646
C -2.795 -0.854 3.687
C -3.000 0.251 4.760
C -4.103 1.079 4.025
O -4.879 0.144 3.259
C -4.146 -1.147 3.142
H -2.175 -1.654 4.170
H -2.084 -0.473 2.884
H -2.022 0.746 4.888
H -3.231 -0.211 5.679
H -3.701 1.822 3.362
H -4.822 1.457 4.731
H -4.088 -1.557 2.138
H -4.648 -1.822 3.763
C -2.090 -2.887 -2.497
C -1.896 -3.088 -1.015
C -2.672 -1.933 -0.311
O -2.932 -1.021 -1.382
C -2.172 -1.384 -2.499
H -2.917 -3.480 -2.844
H -1.223 -3.306 -3.027
H -0.779 -3.024 -0.873
H -2.129 -4.063 -0.575
H -2.181 -1.423 0.525
H -3.725 -2.106 0.094
H -1.132 -1.025 -2.360
H -2.687 -0.934 -3.388
C -4.244 4.228 -4.403
C -3.072 4.958 -5.216
C -1.733 4.345 -4.771
O -2.081 3.402 -3.783
C -3.346 3.746 -3.262
H -4.692 3.364 -4.833
H -5.047 4.995 -4.123
H -3.208 6.067 -5.125
H -3.215 4.603 -6.186
H -1.008 5.123 -4.456
H -1.280 3.762 -5.596
H -3.229 4.540 -2.519
H -3.743 2.903 -2.717
Cl 1.398 3.900 0.628
C 2.371 3.314 -0.795
Cl 3.533 4.512 -1.264
H 2.831 2.370 -0.564
H 1.629 3.123 -1.593
Cl 0.041 0.415 -0.392
C -1.191 1.639 -0.669
Cl -1.949 2.009 0.938
H -0.747 2.507 -1.031
H -1.942 1.214 -1.338
Cl 2.718 1.548 3.560
C 1.448 0.633 2.862
Cl 0.771 -0.434 4.066
H 0.649 1.302 2.580
H 1.784 0.131 1.945

***

(2)
Below is 4 unconnected molecules or ions with the total composition C23H46IN5O12, with properties calculated with wB97M-V/def2-TZVPD.

- HOMO-LUMO gap (eV) = 9.237
- lowest unoccupied orbital energy (Eh) = 0.0081

Positions of all 87 atoms, in Å:
C 3.372 -3.654 1.142
C 2.921 -3.519 -0.384
C 3.249 -2.038 -0.960
N 2.059 -1.257 -1.304
C 1.942 0.113 -0.820
C 0.336 0.374 -0.762
C -0.543 -0.272 0.348
C -0.993 0.771 1.521
I 0.054 -2.093 1.347
C 2.486 0.442 0.626
C 3.822 1.283 0.776
N 5.064 0.599 0.377
N 3.714 2.701 0.264
N 3.983 1.478 2.275
O 2.288 1.156 -1.829
C 3.440 0.947 -2.530
O 4.261 1.876 -2.581
O 3.753 -0.167 -3.375
C 4.981 0.075 -4.007
N 5.855 0.505 -4.670
H 4.332 -4.260 1.221
H 2.567 -4.122 1.802
H 3.615 -2.646 1.623
H 1.823 -3.781 -0.513
H 3.494 -4.322 -0.962
H 4.002 -1.602 -0.248
H 3.823 -2.257 -1.928
H 1.844 -1.288 -2.309
H 0.195 1.510 -0.735
H -0.046 0.046 -1.789
H -1.544 -0.534 -0.140
H -0.794 0.281 2.530
H -0.343 1.691 1.391
H -2.099 1.008 1.446
H 2.646 -0.528 1.209
H 1.704 1.009 1.233
H 5.839 0.854 1.003
H 5.366 0.819 -0.576
H 4.621 2.845 -0.214
H 3.767 3.360 1.057
H 3.824 0.562 2.738
H 3.193 2.048 2.629
C 6.158 -8.361 5.818
C 6.310 -7.691 4.466
O 5.698 -6.395 4.465
C 6.417 -5.416 5.034
O 7.514 -5.533 5.524
O 5.696 -4.286 4.982
C 6.315 -3.174 5.628
H 5.108 -8.379 6.120
H 6.537 -9.384 5.786
H 6.703 -7.816 6.591
H 5.793 -8.281 3.706
H 7.359 -7.625 4.165
H 7.330 -3.017 5.260
H 6.317 -3.325 6.709
H 5.723 -2.287 5.401
C -4.249 5.898 -2.725
C -3.319 4.733 -2.447
O -3.319 4.399 -1.053
C -4.361 3.669 -0.635
O -5.273 3.271 -1.321
O -4.230 3.473 0.686
C -5.323 2.772 1.278
H -4.007 6.745 -2.078
H -4.172 6.214 -3.767
H -5.288 5.630 -2.523
H -2.295 5.016 -2.700
H -3.573 3.862 -3.056
H -5.525 1.837 0.754
H -6.212 3.407 1.287
H -5.054 2.538 2.307
C -6.950 2.066 -3.139
C -8.233 1.288 -2.916
O -9.373 2.158 -2.953
C -9.795 2.507 -4.176
O -9.314 2.149 -5.224
O -10.836 3.343 -4.035
C -11.337 3.857 -5.268
H -6.880 2.893 -2.440
H -6.080 1.419 -3.012
H -6.919 2.493 -4.144
H -8.218 0.836 -1.922
H -8.343 0.475 -3.639
H -11.563 3.052 -5.970
H -10.617 4.553 -5.701
H -12.259 4.397 -5.053

***

(3)
Below is 8 unconnected molecules or ions with the total composition C23H47B4F16N7O, with properties calculated with wB97M-V/def2-TZVPD.

- HOMO-LUMO gap (eV) = 7.115
- relative energy (zero: lowest compared OMol25 entry of this formula, charge and spin) (kcal per mole) = 0.00
- lowest unoccupied orbital energy (Eh) = -0.0236

Positions of all 98 atoms, in Å:
C -10.248 -11.122 -10.421
C -9.884 -12.463 -11.083
N -9.087 -12.346 -12.287
C -7.844 -12.889 -12.530
C -7.530 -12.568 -13.802
N -8.608 -11.888 -14.334
C -9.563 -11.862 -13.429
C -8.664 -11.303 -15.649
H -10.780 -11.363 -9.500
H -10.872 -10.514 -11.070
H -9.330 -10.649 -10.074
H -10.738 -13.132 -11.164
H -9.251 -12.912 -10.312
H -7.276 -13.439 -11.803
H -6.611 -12.696 -14.345
H -10.539 -11.398 -13.528
H -7.842 -10.651 -15.934
H -9.615 -10.767 -15.678
H -8.681 -12.082 -16.412
C -15.641 -5.033 -9.866
C -14.803 -4.972 -11.128
N -14.132 -6.233 -11.469
C -12.954 -6.354 -12.192
C -12.764 -7.662 -12.386
N -13.703 -8.353 -11.674
C -14.519 -7.456 -11.138
C -13.676 -9.791 -11.526
H -16.149 -5.985 -9.744
H -16.391 -4.247 -9.871
H -14.985 -4.872 -9.010
H -13.993 -4.245 -11.065
H -15.407 -4.698 -11.995
H -12.370 -5.557 -12.608
H -12.049 -8.125 -13.052
H -15.290 -7.742 -10.447
H -12.692 -10.171 -11.262
H -14.033 -10.297 -12.429
H -14.281 -10.115 -10.677
C -8.215 -7.960 -21.587
C -8.933 -6.784 -20.908
N -8.191 -6.274 -19.758
C -6.841 -6.376 -19.523
C -6.576 -5.844 -18.315
N -7.808 -5.439 -17.806
C -8.735 -5.654 -18.712
C -8.089 -4.914 -16.474
H -7.729 -8.633 -20.882
H -7.441 -7.634 -22.292
H -8.930 -8.473 -22.226
H -9.832 -7.253 -20.520
H -9.057 -6.013 -21.660
H -6.215 -6.713 -20.331
H -5.729 -5.652 -17.684
H -9.817 -5.562 -18.632
H -8.934 -5.440 -16.022
H -8.329 -3.857 -16.569
H -7.227 -5.104 -15.841
C -10.930 -2.294 -16.072
N -12.230 -2.357 -15.347
C -12.405 -3.792 -14.884
C -12.270 -1.503 -14.154
C -13.389 -1.865 -16.240
C -13.853 -2.773 -17.343
O -12.789 -3.072 -18.190
H -10.789 -1.242 -16.326
H -10.993 -2.943 -16.938
H -10.158 -2.566 -15.354
H -11.977 -4.552 -15.533
H -13.465 -3.913 -14.669
H -11.892 -3.812 -13.922
H -11.455 -1.778 -13.488
H -13.195 -1.665 -13.602
H -12.277 -0.466 -14.484
H -12.944 -0.972 -16.682
H -14.173 -1.664 -15.516
H -14.563 -2.108 -17.864
H -14.381 -3.659 -16.978
H -13.013 -3.874 -18.704
B -16.049 -8.915 -16.101
F -15.509 -10.106 -16.639
F -16.841 -9.163 -14.948
F -14.915 -8.157 -15.707
F -16.824 -8.230 -17.045
B -12.891 -5.975 -19.793
F -12.475 -5.822 -18.426
F -13.949 -6.841 -19.857
F -13.276 -4.695 -20.250
F -11.764 -6.467 -20.485
B -12.916 -11.777 -14.769
F -12.620 -10.407 -14.828
F -11.879 -12.483 -14.009
F -14.122 -11.954 -14.094
F -12.879 -12.305 -16.057
B -10.803 -7.446 -15.443
F -10.307 -6.262 -14.807
F -12.175 -7.398 -15.291
F -10.420 -7.421 -16.810
F -10.353 -8.663 -14.929